DFT (ωB97M-V/def2-TZVPD) results for 9 unconnected molecules or ions with the total composition C20H38Br4O15 at a distorted geometry.

Structure (XYZ):
```
77
Properties=species:S:1:pos:R:3:forces:R:3
Br -7.305 -25.045 -30.319 0.0 -1.3 0.7
C -6.885 -26.539 -29.037 1.4 0.4 0.4
C -5.698 -26.044 -28.130 -0.8 0.8 -0.9
Br -4.090 -25.408 -29.165 -0.9 -0.6 0.7
H -6.633 -27.491 -29.503 0.0 0.4 -0.7
H -7.784 -26.734 -28.451 0.1 0.4 0.1
H -5.329 -26.738 -27.375 -0.2 -0.2 -0.4
H -6.095 -25.152 -27.644 0.5 0.0 0.1
Br -20.271 -28.656 -29.171 -0.7 0.3 -0.2
C -21.617 -27.538 -30.141 1.1 -0.1 -0.6
C -22.187 -28.275 -31.354 -0.6 -0.3 1.1
Br -20.918 -28.317 -32.844 -0.8 -0.1 0.6
H -20.983 -26.720 -30.483 -0.3 0.1 0.1
H -22.362 -27.158 -29.443 0.1 -0.4 0.0
H -23.178 -27.892 -31.596 0.4 0.9 -0.7
H -22.527 -29.266 -31.054 0.9 -0.4 -0.2
C -13.560 -32.749 -36.385 1.1 0.1 0.5
C -14.059 -33.254 -35.021 -1.3 2.1 -0.4
C -15.123 -32.283 -34.408 0.6 0.4 -0.3
O -16.193 -33.141 -34.008 -0.3 0.1 0.7
C -16.038 -34.368 -34.566 -0.9 -0.5 0.5
O -16.807 -35.304 -34.488 1.5 1.9 -0.2
O -14.871 -34.350 -35.205 -0.3 -3.4 -1.4
H -14.323 -32.468 -37.110 -0.4 -0.4 0.3
H -12.863 -33.457 -36.833 -0.2 -0.2 -0.1
H -12.954 -31.851 -36.266 0.0 0.2 0.3
H -13.299 -33.558 -34.302 0.4 0.4 -0.2
H -15.541 -31.578 -35.126 0.1 -0.2 -0.4
H -14.701 -31.653 -33.625 -0.4 -0.5 0.5
C -15.384 -33.161 -24.365 -0.2 0.5 1.0
C -16.068 -33.568 -23.067 -0.3 -1.8 -0.1
C -16.203 -35.098 -22.854 0.6 0.9 -0.3
O -15.581 -35.312 -21.556 -0.1 -1.1 -0.7
C -15.021 -34.188 -21.053 -1.1 0.6 -0.1
O -14.436 -34.073 -20.013 -0.5 -0.4 -1.4
O -15.365 -33.150 -21.877 0.0 0.6 -0.4
H -14.339 -33.472 -24.351 0.0 0.1 -0.2
H -15.487 -32.076 -24.405 0.4 0.1 -0.3
H -15.921 -33.560 -25.225 0.1 -0.2 0.1
H -17.124 -33.305 -23.137 0.2 1.3 0.7
H -15.763 -35.605 -23.713 0.9 -0.5 0.6
H -17.250 -35.387 -22.947 0.0 -0.2 1.1
C -15.808 -22.910 -32.582 0.4 0.1 -1.2
C -15.492 -22.350 -34.005 -0.7 -0.4 2.0
C -15.647 -23.327 -35.190 0.0 0.8 0.9
O -16.886 -22.893 -35.739 0.3 -1.1 -1.3
C -17.309 -21.728 -35.241 -1.2 -0.5 0.5
O -18.326 -21.201 -35.574 0.5 0.2 -0.1
O -16.543 -21.380 -34.213 1.2 0.8 -0.1
H -15.838 -22.085 -31.870 0.2 0.0 -0.1
H -15.019 -23.619 -32.331 -0.2 -0.1 0.3
H -16.797 -23.370 -32.572 0.1 -0.2 -0.1
H -14.509 -21.885 -33.925 -0.2 0.3 -0.5
H -15.715 -24.360 -34.848 -0.2 0.0 -0.1
H -14.827 -23.228 -35.901 -0.2 0.0 -0.2
C -8.728 -34.709 -22.614 0.8 -0.8 0.0
C -7.914 -33.858 -23.587 -0.6 -0.2 -0.7
C -8.541 -32.538 -23.952 -2.9 -1.0 -0.4
O -7.563 -31.570 -23.794 -0.5 1.2 -1.2
C -6.478 -32.117 -23.264 2.6 2.7 2.7
O -5.522 -31.435 -22.847 -2.7 -2.8 -1.8
O -6.713 -33.406 -23.063 2.8 -0.4 1.8
H -9.382 -35.418 -23.122 -0.2 0.4 -0.3
H -9.290 -34.187 -21.839 0.1 0.4 -0.3
H -8.043 -35.374 -22.087 0.2 0.1 0.1
H -7.564 -34.394 -24.470 -0.7 -0.5 -0.1
H -9.419 -32.396 -23.322 0.3 0.6 0.8
H -9.076 -32.593 -24.900 0.9 0.5 -0.7
O -11.753 -27.465 -23.889 -0.1 0.0 -0.3
H -11.490 -26.748 -23.312 0.1 0.2 0.1
H -11.628 -28.255 -23.364 0.0 -0.2 0.1
O -13.503 -28.876 -28.500 0.2 -0.2 -0.2
H -13.413 -28.698 -27.564 0.1 0.1 0.3
H -14.419 -28.677 -28.696 -0.2 0.1 -0.1
O -10.541 -31.291 -31.104 0.1 0.0 -0.2
H -10.539 -32.135 -30.651 0.0 -0.2 0.1
H -11.204 -30.774 -30.647 -0.2 0.2 0.1
```
Positions in Å, forces in eV/Å.

Properties
- F_max (eV/Å) = 4.59
- total charge = 0
- energy above the lowest of the compared OMol25 structures with the same formula, charge and spin (kJ/mol) = 0.0
- structure (SMILES) = C[C@H]1COC(=O)O1.C[C@H]1COC(=O)O1.C[C@H]1COC(=O)O1.C[C@H]1COC(=O)O1.BrCCBr.BrCCBr.O.O.O